An isolated ion of composition C3H8NO2 and charge +1 in a non-equilibrium geometry. Source: the OMol25 dataset; level of theory: ωB97M-V with the def2-TZVPD basis set.

Geometry as ORCA input:
```
! wB97M-V def2-TZVPD RIJCOSX def2/J DEFGRID3
* xyz 1 1
N -0.21827 1.12606 -1.17515
C -0.31460 0.53874 0.33621
C 1.10992 0.38452 1.03189
O 2.08173 1.03047 0.82857
C -0.73550 -0.92781 0.16877
O 0.54599 -1.52758 -0.22587
H 0.39551 1.93325 -1.15782
H 0.25359 0.41854 -1.73241
H -1.16260 1.31738 -1.48311
H -0.97187 1.10779 1.01214
H 0.93846 -0.40819 1.78414
H -1.59263 -1.22637 -0.65920
H -0.95397 -1.36187 1.13621
H 0.62424 -2.40494 0.13562
*
```

Computed properties:
Energy above the lowest of the compared OMol25 structures with the same formula, charge and spin = 58.2 kcal per mole
HOMO level = -14.67 eV
Strongest force on any atom = 3.2 eV/A